DFT (ωB97M-V/def2-TZVPD) results for a molecular structure, C33H30CsIN8S.

```
! wB97M-V def2-TZVPD RIJCOSX def2/J DEFGRID3
* xyz -2 1
Cs -0.882 1.018 0.491
N 1.295 1.867 -5.143
C 1.905 1.794 -3.893
S 2.452 3.251 -3.233
N 2.136 0.593 -3.460
N 2.190 0.143 -2.242
C 3.014 -0.815 -1.961
C 2.979 -1.501 -0.710
C 3.873 -2.565 -0.464
C 3.847 -3.204 0.752
C 2.928 -2.781 1.704
C 2.068 -1.741 1.373
N 2.086 -1.122 0.215
H 1.537 2.703 -5.652
H 1.306 1.007 -5.673
H 3.772 -1.151 -2.683
H 4.570 -2.861 -1.234
H 4.529 -4.022 0.964
H 2.884 -3.247 2.676
H 1.331 -1.383 2.080
C 2.361 3.454 0.878
N 1.434 2.631 1.627
C 1.673 2.473 2.877
C 0.905 1.713 3.788
C 1.133 1.661 5.180
C 0.153 0.834 5.702
C -0.613 0.426 4.601
N -0.177 0.945 3.460
C 3.790 2.993 0.973
C 4.109 1.681 0.637
C 5.418 1.244 0.675
C 6.431 2.107 1.062
C 6.121 3.406 1.423
C 4.807 3.843 1.385
H 2.293 4.502 1.213
H 2.059 3.415 -0.174
H 2.543 2.975 3.347
H 1.919 2.175 5.714
H 0.004 0.570 6.739
H -1.484 -0.215 4.607
H 3.314 1.016 0.341
H 5.649 0.230 0.382
H 7.457 1.766 1.087
H 6.909 4.088 1.721
H 4.572 4.861 1.673
I -4.830 1.569 0.952
C -5.541 1.402 -1.072
C -6.694 2.054 -1.400
C -7.214 1.913 -2.695
C -6.589 1.090 -3.589
C -5.407 0.403 -3.248
C -4.785 -0.488 -4.139
C -3.616 -1.103 -3.770
C -3.017 -0.816 -2.537
C -3.568 0.017 -1.568
C -4.816 0.590 -1.958
H -7.212 2.666 -0.676
H -8.121 2.441 -2.966
H -7.002 0.955 -4.583
H -5.234 -0.668 -5.111
H -3.143 -1.802 -4.456
H -2.057 -1.283 -2.337
C -3.815 -5.166 -0.009
N -2.970 -4.240 0.688
C -2.435 -4.390 1.941
C -1.674 -3.279 2.160
N -1.728 -2.465 1.079
C -2.505 -3.054 0.218
H -4.199 -5.909 0.693
H -3.257 -5.679 -0.802
H -4.653 -4.635 -0.468
H -2.646 -5.249 2.548
H -1.098 -3.000 3.019
H -2.772 -2.651 -0.740
*
```

Gap between HOMO and LUMO = 5.6 eV
Energy relative to the best compared isomer or geometry (same formula, charge and spin) = 37.4 kJ/mol
Energy = -2429.5587 Ha